No. 1
13
Properties=species:S:1:pos:R:3:forces:R:3:nbo_charge:R:1 method="wB97M-V/def2-TZVPD" fmax_ev_per_a=1.9 charge=-1 molar_mass_da=78.09 e_tot_ha=-286.22245 orbital_gap_ev=6.80 e_above_lowest_ev=0.675
O -1.351 -1.000 1.987 -0.070 -0.558 0.461 -0.995
O -0.605 1.216 -2.024 0.233 0.045 0.342 -0.958
N 0.140 -0.478 -0.505 -0.163 -0.287 0.424 -0.723
C 1.493 -0.099 -0.155 -0.215 0.565 0.187 -0.418
C -0.780 0.686 -0.808 -0.010 -0.160 -1.906 0.125
H 1.402 0.832 0.407 0.168 0.133 0.123 0.181
H -0.711 -0.918 1.251 -0.112 0.252 -0.467 0.505
H 2.176 0.116 -0.981 -0.014 -0.156 -0.171 0.168
H -0.607 1.421 0.006 -0.142 -0.141 0.517 0.061
H 0.142 -1.015 -1.370 -0.051 0.091 0.163 0.356
H -1.781 0.205 -0.734 -0.110 0.223 0.550 0.081
H 1.923 -0.826 0.529 0.354 -0.246 -0.021 0.162
H -1.440 -0.141 2.398 0.133 0.240 -0.203 0.454

=====

No. 2
137
Properties=species:S:1:pos:R:3:forces:R:3:lowdin_charge:R:1 method="wB97M-V/def2-TZVPD" fmax_ev_per_a=0.4 smiles=CCCCCC[C@@H](COCCOCOCCO)OC.c1ccncc1.c1ccncc1.c1ccncc1.c1ccncc1.c1ccncc1.c1ccncc1.c1ccncc1.c1ccncc1 charge=0 molar_mass_da=911.20 e_tot_ha=-2913.79831 orbital_gap_ev=9.66
O -3.840 1.495 0.288 0.093 0.290 -0.032 -0.105
O -6.552 -2.358 -2.297 -0.175 -0.123 -0.318 -0.062
O -4.289 -0.879 1.917 0.125 -0.042 0.190 -0.102
O -2.483 2.443 -1.904 0.058 0.022 0.044 -0.143
O -5.216 -2.306 0.386 0.068 0.064 -0.092 -0.091
N 8.710 4.726 -4.623 0.036 0.002 0.022 0.061
N 3.668 1.468 1.732 0.004 -0.008 0.017 0.067
N 5.810 3.476 -1.551 -0.097 0.043 0.109 0.035
N -0.067 -5.511 -3.510 -0.013 -0.015 -0.019 0.057
N -7.880 -3.499 3.898 -0.001 0.012 -0.025 0.052
N 3.675 -1.281 -2.677 -0.061 -0.058 -0.097 0.059
N -12.128 -0.452 3.332 -0.085 0.008 0.030 0.058
N 9.232 3.733 1.194 0.046 -0.022 -0.070 0.055
C -2.354 1.073 -1.548 0.004 -0.120 0.004 -0.324
C 10.851 3.645 -4.636 -0.007 0.000 0.001 -0.079
C 5.855 0.493 1.636 0.008 -0.008 0.001 -0.072
C 4.575 3.747 -1.970 0.011 -0.018 -0.051 -0.147
C -2.833 -5.782 -3.304 0.010 0.009 0.002 -0.084
C -4.133 1.481 1.664 -0.072 -0.160 -0.022 -0.189
C 9.327 3.234 -2.853 0.035 -0.033 0.004 -0.080
C 9.815 2.206 2.945 0.014 0.000 0.002 -0.072
C 10.436 3.527 0.660 -0.020 0.010 0.045 -0.157
C -9.646 -1.762 5.178 0.032 -0.009 -0.004 -0.088
C -1.541 3.311 -1.315 -0.002 -0.031 0.032 -0.104
C 3.916 4.936 -1.696 -0.021 -0.029 0.000 -0.059
C -6.443 -3.404 -1.338 0.044 -0.018 -0.040 -0.237
C -7.443 -2.447 4.586 0.049 0.009 -0.017 -0.174
C 11.063 2.002 2.380 -0.007 0.001 -0.007 -0.078
C 5.854 -2.122 -3.196 0.014 -0.003 0.034 -0.075
C 11.382 2.677 1.212 0.004 -0.018 -0.003 -0.070
C 8.939 3.079 2.316 -0.046 0.008 -0.014 -0.151
C 4.474 -2.246 -3.126 0.046 0.035 0.034 -0.151
C 5.641 -0.160 2.839 -0.004 -0.001 0.000 -0.082
C 4.245 -0.145 -2.283 -0.037 -0.020 0.085 -0.154
C 4.841 1.292 1.127 -0.050 0.004 0.011 -0.152
C -13.430 -0.564 3.588 0.009 0.019 -0.013 -0.153
C 8.444 4.103 -3.477 0.068 -0.025 -0.018 -0.142
C 6.435 -0.936 -2.771 -0.043 -0.009 -0.037 -0.077
C 5.850 5.618 -0.481 -0.031 0.039 -0.020 -0.055
C -0.589 -1.827 -0.870 -0.026 -0.034 0.044 -0.207
C 0.899 -1.718 -0.547 -0.121 0.007 0.046 -0.225
C -10.117 -2.855 4.470 0.043 -0.020 0.028 -0.081
C 5.613 0.080 -2.307 0.068 -0.010 0.086 -0.075
C -11.731 0.610 2.635 0.034 -0.025 0.002 -0.147
C -9.198 -3.690 3.855 0.011 -0.008 -0.010 -0.154
C 1.341 -2.628 0.600 -0.045 -0.072 0.074 -0.256
C 10.558 3.002 -3.444 -0.011 -0.007 -0.009 -0.087
C -0.622 -6.642 -3.081 0.007 0.015 0.007 -0.160
C 4.567 5.890 -0.934 0.030 0.019 0.036 -0.069
C -6.493 -2.815 0.051 -0.064 -0.003 0.055 -0.204
C -5.048 -2.031 1.755 -0.118 0.079 0.070 -0.260
C 1.156 -1.995 1.977 -0.108 0.051 -0.023 -0.108
C -13.949 1.460 2.446 0.001 -0.004 0.002 -0.079
C 9.896 4.491 -5.182 -0.002 0.001 0.007 -0.159
C -14.376 0.359 3.170 0.000 0.010 -0.008 -0.073
C -5.040 0.322 2.020 0.061 0.019 -0.151 -0.174
C 4.425 0.014 3.481 0.015 0.002 0.007 -0.076
C -2.270 -4.599 -3.754 -0.018 0.004 0.015 -0.073
C -1.991 -6.828 -2.961 -0.010 -0.001 0.001 -0.077
C -2.659 0.812 -0.080 -0.095 -0.174 0.001 -0.171
C -0.977 -1.032 -2.120 0.081 0.006 0.153 -0.191
C -0.994 0.494 -1.949 0.007 -0.029 -0.079 -0.142
C -8.278 -1.554 5.241 -0.024 -0.004 0.004 -0.071
C -12.597 1.590 2.172 -0.011 0.001 -0.002 -0.071
C 3.477 0.836 2.888 0.013 0.021 -0.015 -0.175
C 6.428 4.407 -0.820 -0.045 -0.144 0.139 -0.167
C -0.888 -4.516 -3.840 0.054 0.049 0.047 -0.160
H 0.760 -3.558 0.560 0.122 -0.020 -0.052 0.103
H -6.366 -2.308 4.606 -0.004 0.006 0.041 0.100
H -10.334 -1.081 5.661 -0.015 0.003 -0.028 0.100
H -0.414 -3.601 -4.178 -0.016 0.002 -0.011 0.100
H -5.876 0.314 1.311 0.005 -0.038 0.064 0.136
H 6.785 0.384 1.092 -0.003 0.007 -0.008 0.101
H 12.344 2.549 0.735 0.001 0.008 -0.001 0.101
H -1.955 -1.369 -2.480 0.046 0.033 -0.055 0.107
H 3.569 0.617 -1.908 0.007 0.010 0.000 0.096
H -10.667 0.677 2.437 -0.001 0.011 -0.001 0.106
H 11.275 2.329 -2.988 0.001 0.000 -0.001 0.102
H 10.091 5.007 -6.116 0.010 -0.007 -0.002 0.101
H 4.084 6.828 -0.694 0.000 0.001 0.000 0.106
H -4.493 -2.847 2.229 -0.054 0.021 -0.033 0.144
H -0.826 -2.884 -1.039 -0.014 0.034 -0.008 0.106
H 7.483 4.293 -3.021 0.005 0.049 -0.197 0.073
H -1.922 4.325 -1.432 0.010 -0.033 -0.035 0.089
H -4.644 2.422 1.892 0.003 -0.051 0.037 0.128
H 1.134 -0.681 -0.276 0.132 -0.046 -0.120 0.102
H -9.533 -4.554 3.291 -0.012 0.004 0.002 0.101
H -3.215 1.424 2.264 -0.033 0.040 -0.025 0.131
H 6.405 -0.797 3.266 -0.001 -0.002 -0.001 0.103
H -6.802 -3.584 0.770 0.039 -0.006 -0.055 0.124
H -6.031 -1.912 2.233 0.065 -0.101 -0.006 0.108
H 4.977 1.816 0.189 0.036 0.015 -0.023 0.071
H 7.509 -0.805 -2.800 0.000 0.005 -0.016 0.102
H 1.643 -2.581 2.760 -0.035 0.013 -0.010 0.067
H -0.235 -1.278 -2.888 -0.131 -0.036 -0.068 0.102
H 11.775 1.329 2.841 0.001 0.000 0.000 0.105
H 2.914 5.100 -2.069 -0.001 -0.007 -0.003 0.103
H 0.097 -1.910 2.235 0.029 0.018 -0.008 0.069
H -7.258 -4.126 -1.453 -0.020 0.054 0.020 0.119
H 9.520 1.702 3.855 -0.008 0.003 0.000 0.102
H 1.464 -1.949 -1.453 0.047 0.033 0.044 0.087
H -0.733 0.969 -2.899 -0.006 -0.027 0.023 0.124
H 7.952 3.260 2.728 -0.001 -0.016 0.003 0.106
H 1.578 -0.987 1.991 0.039 -0.069 0.030 0.046
H -7.861 -0.713 5.779 0.010 -0.008 0.007 0.100
H 6.014 1.022 -1.954 0.009 0.039 -0.080 0.070
H 6.456 -2.941 -3.566 -0.004 -0.001 -0.002 0.099
H -5.422 0.425 3.046 -0.036 0.054 -0.065 0.126
H -0.219 0.783 -1.230 -0.054 0.071 -0.037 0.110
H -1.819 1.123 0.559 -0.058 0.021 0.002 0.129
H 9.046 2.751 -1.925 -0.021 0.007 -0.004 0.090
H -3.123 0.568 -2.140 -0.028 0.137 0.002 0.156
H 3.986 -3.165 -3.433 0.005 0.006 -0.022 0.105
H 10.650 4.068 -0.256 0.005 0.009 0.006 0.099
H -3.907 -5.887 -3.220 -0.004 -0.004 0.000 0.100
H -1.186 -1.511 -0.009 0.006 -0.062 -0.028 0.098
H -2.803 -0.264 0.053 0.118 0.049 0.007 0.114
H -11.176 -3.049 4.383 0.000 0.016 -0.025 0.092
H -13.731 -1.438 4.157 -0.011 0.004 -0.001 0.102
H -0.561 3.243 -1.803 -0.024 -0.012 0.041 0.082
H -1.411 3.118 -0.245 -0.010 0.022 -0.019 0.087
H 11.797 3.495 -5.138 -0.001 0.008 -0.006 0.098
H 4.091 2.974 -2.557 -0.003 0.012 -0.020 0.100
H -7.234 -2.005 0.064 -0.035 -0.072 0.052 0.134
H 7.427 4.160 -0.477 -0.004 0.073 0.050 0.077
H -2.384 -7.771 -2.603 0.007 -0.002 0.003 0.099
H -12.216 2.431 1.609 0.006 -0.003 -0.001 0.102
H -6.893 -2.725 -3.124 0.195 0.139 0.310 0.086
H -5.489 -3.930 -1.457 -0.047 -0.041 0.024 0.115
H -2.885 -3.752 -4.028 0.006 0.010 0.002 0.101
H -14.656 2.203 2.101 0.000 0.001 0.000 0.105
H 0.065 -7.438 -2.818 -0.010 -0.008 0.002 0.101
H 2.388 -2.912 0.467 -0.007 0.083 -0.001 0.100
H 2.514 0.991 3.362 0.008 -0.004 0.011 0.102
H -15.422 0.214 3.407 0.001 -0.005 0.004 0.101
H 6.397 6.328 0.124 0.011 -0.001 -0.008 0.105
H 4.209 -0.477 4.419 -0.009 0.001 -0.002 0.101

=====

No. 3
23
Properties=species:S:1:pos:R:3:forces:R:3:nbo_charge:R:1 method="wB97M-V/def2-TZVPD" fmax_ev_per_a=1.4 smiles=C.O.O.O.O.O.O charge=0 molar_mass_da=124.13 e_tot_ha=-499.09503 orbital_gap_ev=11.59 e_above_lowest_ev=1.548
O -1.390 -0.915 0.212 -0.255 1.285 0.385 -0.932
O 1.365 -1.486 3.918 0.427 0.484 -1.137 -0.939
O -2.475 -5.937 -2.276 -0.144 0.524 -0.529 -0.939
O -2.716 0.218 -2.426 -0.204 -0.127 0.198 -0.945
O 0.847 3.026 3.666 0.015 -0.025 -0.102 -0.946
O -0.266 4.885 -4.028 0.031 0.490 -1.099 -0.940
C 2.794 -0.062 0.445 -0.605 0.286 0.249 -0.854
H 0.665 4.960 -3.830 0.210 -0.078 0.254 0.469
H 1.351 3.414 2.938 -0.023 -0.074 0.363 0.472
H -2.029 -6.433 -2.979 -0.179 0.244 0.221 0.470
H -1.393 0.019 0.521 0.364 -0.749 -0.494 0.471
H 3.776 -0.501 0.578 0.075 0.039 -0.251 0.219
H 2.577 0.285 -0.563 0.349 -0.202 -0.138 0.216
H -2.749 -0.403 -3.160 0.019 0.035 0.060 0.467
H 0.683 -1.186 4.509 -0.418 0.209 0.339 0.466
H 2.027 -0.790 0.710 0.063 -0.037 0.027 0.216
H -2.788 -5.111 -2.699 0.321 -0.771 0.308 0.468
H 1.392 3.099 4.459 0.010 0.064 -0.276 0.474
H 1.354 -0.842 3.174 0.001 -0.664 0.786 0.473
H -2.831 -0.323 -1.630 0.300 0.138 -0.300 0.475
H -0.701 4.504 -3.282 -0.247 -0.423 0.837 0.471
H 2.689 0.809 1.093 0.085 -0.095 0.131 0.203
H -2.181 -1.230 0.650 -0.196 -0.552 0.170 0.465

=====

No. 4
21
Properties=species:S:1:pos:R:3:forces:R:3:nbo_charge:R:1 method="wB97M-V/def2-TZVPD" fmax_ev_per_a=1.0 smiles="C=CNC.CCSS" charge=0 molar_mass_da=151.30 e_tot_ha=-1049.39821 orbital_gap_ev=8.93 e_above_lowest_ev=1.050
S -2.178 -0.387 -0.698 0.374 -0.737 -0.260 -0.151
S -0.743 -1.641 -1.595 -0.466 0.779 0.340 0.087
N 0.643 1.088 1.868 0.207 0.470 0.060 -0.617
C 0.901 2.149 0.989 -0.324 0.319 0.417 0.002
C 1.506 1.081 3.056 -0.216 -0.312 -0.438 -0.407
C 0.749 -1.043 -0.743 0.182 -0.806 0.053 -0.520
C -0.014 2.998 0.515 0.306 -0.332 -0.087 -0.501
C 1.953 -1.803 -1.297 -0.090 -0.049 -0.106 -0.625
H 2.789 -1.735 -0.602 0.090 0.207 -0.110 0.218
H 1.529 0.080 3.480 -0.029 0.004 0.163 0.198
H 1.954 2.280 0.768 0.045 -0.127 -0.245 0.183
H 1.746 -2.870 -1.403 -0.133 0.001 0.035 0.211
H 2.515 1.330 2.737 0.102 0.034 0.070 0.196
H -0.338 1.089 2.116 -0.015 -0.194 0.016 0.366
H 0.654 -1.293 0.311 -0.154 0.272 0.054 0.217
H 1.181 1.803 3.804 0.071 0.078 0.144 0.181
H 2.244 -1.436 -2.280 0.120 0.058 0.009 0.212
H 0.831 0.030 -0.869 0.018 0.067 0.042 0.224
H 0.261 3.722 -0.237 -0.076 0.082 0.089 0.208
H -1.044 2.937 0.845 -0.050 -0.004 -0.165 0.193
H -2.585 -1.274 0.235 0.038 0.191 -0.080 0.126

=====

No. 5
11
Properties=species:S:1:pos:R:3:forces:R:3:nbo_charge:R:1 method="wB97M-V/def2-TZVPD" fmax_ev_per_a=8.7 charge=0 molar_mass_da=108.52 e_tot_ha=-727.82190 orbital_gap_ev=9.37 e_above_lowest_ev=4.790
Cl 2.970 -0.157 0.076 -1.207 -0.738 0.054 0.012
O -1.969 -0.690 0.108 4.493 -2.298 -7.067 -0.607
O 0.806 1.854 -0.027 -0.733 -0.240 -0.206 -0.524
C 0.361 0.738 -0.039 0.590 -1.732 -0.306 0.523
C 1.216 -0.513 -0.003 -1.969 -2.248 -0.884 -0.523
C -1.147 0.440 0.083 0.550 3.464 5.307 -0.201
H -1.588 1.419 -0.266 -0.231 -1.165 0.499 0.209
H -1.301 -1.128 -0.993 -3.674 0.759 4.385 0.428
H 0.706 -1.313 0.706 1.785 1.843 -0.475 0.260
H 0.858 -1.096 -0.963 1.406 1.172 0.976 0.221
H -0.912 0.447 1.317 -1.010 1.182 -2.284 0.204

=====

No. 6
24
Properties=species:S:1:pos:R:3:forces:R:3:nbo_charge:R:1 method="wB97M-V/def2-TZVPD" fmax_ev_per_a=5.3 charge=+1 molar_mass_da=196.39 e_tot_ha=-1485.96501 orbital_gap_ev=7.47 e_above_lowest_ev=1.366
S -1.884 -4.564 -1.973 0.023 0.884 -0.384 0.559
S -0.810 -1.571 -1.133 0.189 -1.400 -0.804 0.455
S 0.786 -3.086 -1.375 -1.564 0.763 -0.292 0.317
N 0.354 0.545 -0.870 -0.950 0.122 0.414 -0.824
C 0.118 2.822 1.180 0.341 -5.002 1.746 -0.602
C 1.201 0.592 0.362 -1.301 1.961 -1.038 -0.235
C -3.655 -4.015 -1.707 1.659 1.103 0.265 -0.697
C 2.562 2.109 1.925 -2.532 0.313 -0.006 -0.608
C -0.942 -3.215 -1.626 0.209 -0.704 0.825 -0.536
C 1.457 2.097 0.761 2.171 1.454 1.065 -0.222
H -0.231 2.311 2.199 0.439 0.649 -2.125 0.197
H 0.063 3.818 1.455 0.561 2.145 -0.276 0.238
H -4.182 -4.922 -1.444 -0.205 0.050 -0.039 0.265
H 1.958 2.772 -0.020 -0.831 -1.480 0.341 0.210
H 2.949 3.159 2.001 -0.521 -1.017 0.639 0.228
H -0.558 2.519 0.390 -0.785 0.716 0.209 0.179
H 3.362 1.505 1.566 0.778 -0.581 0.053 0.206
H -3.468 -3.351 -0.861 -0.805 -0.229 0.220 0.236
H 2.070 1.631 2.871 1.246 1.215 -1.412 0.207
H -4.076 -3.404 -2.517 0.240 -0.690 -0.015 0.261
H 0.606 0.212 1.220 0.416 -0.344 -0.640 0.204
H 2.013 -0.076 0.059 0.498 0.581 0.927 0.213
H 0.760 0.960 -1.699 0.880 -0.203 0.043 0.385
H -0.455 1.154 -0.762 -0.156 -0.305 0.282 0.366